(1)
Here is a 11-piece molecular cluster, C40H96F12N7O17 overall in a non-equilibrium geometry from OMol25. Energies are from the ωB97M-V functional and the def2-TZVPD basis.

Computed properties:
* max |F|: 3.3 eV/A
* E: -120867.9115 eV
* total charge: +1
* highest occupied orbital energy: -7.114 eV
* Kohn-Sham gap: 4.2410 eV

Geometry as XYZ:
```
172
Properties=species:S:1:pos:R:3:forces:R:3
C -16.8440 -8.2764 2.4130 0.081 -0.192 0.518
C -18.2334 -8.1794 3.0222 -0.178 -0.682 -0.221
C -19.2281 -7.5775 2.0624 -1.325 0.521 1.413
O -19.3710 -8.4161 0.9635 0.604 -0.053 -0.517
C -20.4010 -7.9911 0.0834 -0.254 0.259 0.120
N -18.7376 -9.5803 3.3694 0.858 0.684 -0.106
H -19.4187 -9.5292 4.1233 -0.273 -0.231 -0.247
H -19.0806 -10.0266 2.5180 -0.210 -0.055 0.160
H -17.9060 -10.0565 3.7579 0.530 -0.711 0.663
H -16.6060 -7.3271 1.9395 0.119 -0.030 -0.037
H -16.7801 -9.0736 1.6712 -0.141 0.092 -0.131
H -16.1214 -8.4903 3.2018 0.084 0.059 -0.075
H -18.2297 -7.7019 4.0001 0.142 0.530 -0.240
H -18.9785 -6.5234 1.8927 0.364 -0.177 -0.658
H -20.2125 -7.5021 2.5612 0.055 -0.065 0.120
H -20.3093 -6.9232 -0.1304 0.092 -0.028 -0.082
H -21.3803 -8.1536 0.5448 -0.005 -0.063 -0.048
H -20.3254 -8.5520 -0.8417 0.060 -0.097 0.037
C -12.8411 -10.9073 3.0709 0.571 0.379 -0.416
C -13.5674 -11.8622 2.1542 -0.370 0.569 0.239
C -12.8213 -13.1249 1.8029 -0.662 -1.371 0.071
O -13.7086 -13.8474 0.9591 -0.495 0.402 -0.416
C -13.2065 -15.0824 0.5393 1.061 -1.377 0.654
N -14.8889 -12.3152 2.7636 -0.294 0.680 -2.048
H -14.7348 -13.1819 3.2996 -0.560 -0.273 0.493
H -15.5102 -11.5916 3.1773 0.776 0.063 1.515
H -15.4207 -12.4825 1.9053 -0.005 -1.223 0.311
H -13.4531 -10.1342 3.5356 -0.330 -0.282 0.001
H -12.1362 -10.3360 2.4610 0.222 -0.196 0.132
H -12.2919 -11.4374 3.8489 -0.045 0.019 0.048
H -13.8625 -11.4272 1.1969 0.162 0.445 0.165
H -12.7042 -13.7326 2.7151 0.409 0.200 -0.041
H -11.8743 -13.0193 1.2676 0.111 0.564 0.330
H -13.8993 -15.6640 -0.0627 -0.319 0.623 -0.239
H -13.0060 -15.7482 1.3940 -0.127 0.301 0.150
H -12.2390 -15.0071 0.0221 -0.235 0.336 -0.237
C -15.2933 -7.4353 9.9375 0.161 -0.924 0.465
C -15.0697 -6.2666 9.0339 0.018 1.504 -0.796
C -16.3232 -5.4333 8.8003 -0.323 -0.661 1.060
O -16.0689 -4.3042 8.0266 0.181 0.048 0.261
C -17.2088 -3.4686 7.8906 -0.321 -0.575 -1.178
N -14.0299 -5.3498 9.6291 0.803 0.466 -0.909
H -14.3943 -4.7820 10.3919 0.115 -0.223 0.190
H -13.1846 -5.8699 9.8750 -0.185 -0.065 0.320
H -13.6353 -4.7205 8.8899 -0.207 -0.331 -0.367
H -16.1065 -8.0751 9.6026 -0.222 0.255 0.060
H -15.4808 -7.1427 10.9746 -0.312 0.247 -0.132
H -14.4510 -8.1281 10.0152 0.237 0.258 -0.347
H -14.6978 -6.4285 8.0217 0.283 -0.689 0.239
H -16.7228 -5.1251 9.7823 -0.161 -0.073 -0.053
H -17.0385 -6.1456 8.3639 -0.160 0.303 -0.178
H -16.8677 -2.4499 7.7370 -0.061 0.091 0.382
H -17.9502 -3.6079 8.6800 0.363 0.344 0.402
H -17.7462 -3.7599 6.9743 0.089 0.062 0.022
C -12.0065 -19.7222 3.9279 -0.698 0.206 -0.308
C -10.9653 -18.6966 4.3009 0.821 -0.984 0.005
C -11.4514 -17.2971 4.4294 -1.561 1.178 0.699
O -10.3972 -16.4233 4.7564 0.569 -0.200 -0.216
C -10.8874 -15.1274 5.0895 0.337 0.143 0.067
N -10.3016 -19.1264 5.6192 0.011 0.320 1.254
H -10.4413 -18.4411 6.3994 -0.210 0.432 0.309
H -10.6346 -19.9798 6.0784 -0.391 -0.069 -0.561
H -9.3025 -19.2575 5.4933 -0.011 0.103 -0.027
H -12.4666 -19.4435 2.9786 0.109 0.033 -0.019
H -12.8329 -19.7439 4.6415 0.131 0.008 0.138
H -11.6016 -20.7253 3.8056 0.152 0.026 0.106
H -10.1064 -18.7632 3.6306 -0.259 0.252 -0.375
H -12.2531 -17.2271 5.1906 0.448 -0.387 0.333
H -12.0516 -16.9039 3.5951 0.638 -0.570 -0.537
H -11.5952 -14.7616 4.3393 -0.180 -0.200 0.140
H -10.0500 -14.4277 5.0978 0.142 -0.168 -0.014
H -11.3063 -15.1559 6.0899 -0.314 0.145 -0.224
C -16.4745 -14.5463 8.2211 -1.159 -0.483 1.293
C -17.5178 -14.4800 7.1148 0.928 -0.164 0.246
C -18.7642 -13.7678 7.5375 0.305 0.608 1.272
O -19.6704 -13.6878 6.4656 -0.043 -0.050 -0.213
C -20.8021 -12.9125 6.8105 -0.211 0.119 -0.391
N -16.9642 -13.7326 5.9298 -0.799 0.960 0.113
H -16.5108 -12.8295 6.1410 0.920 -0.490 0.646
H -16.3195 -14.3271 5.3936 -0.014 0.259 -0.254
H -17.7601 -13.3040 5.4401 -0.062 -1.072 -0.670
H -16.7594 -15.3927 8.8585 0.140 -0.187 -0.254
H -16.6132 -13.7527 8.9670 0.567 0.493 -0.445
H -15.4621 -14.7416 7.8895 -0.015 0.211 -0.165
H -17.6883 -15.5098 6.8056 -0.277 0.176 -0.531
H -18.4682 -12.7680 7.9034 -0.062 0.126 -0.314
H -19.1718 -14.1851 8.4670 -0.183 -0.375 -0.257
H -21.3254 -13.3427 7.6656 0.081 0.158 0.134
H -21.4826 -12.9062 5.9578 0.066 -0.185 -0.031
H -20.5181 -11.8706 6.9962 0.035 -0.075 0.331
C -6.8635 -15.4616 5.9451 -1.040 0.221 -0.101
C -6.9375 -15.5048 7.4674 1.559 -1.692 -0.524
C -7.2890 -14.2452 8.1795 -0.832 2.204 -0.771
O -8.6625 -13.9706 8.0051 -0.022 -1.124 0.345
C -9.2005 -12.9580 8.8318 0.608 0.932 -0.316
N -7.7802 -16.7119 7.8467 -0.377 0.719 0.713
H -8.8088 -16.5432 7.7531 -0.054 -0.401 0.018
H -7.4797 -17.5168 7.3045 -0.288 0.031 -0.207
H -7.6347 -16.9805 8.8230 -0.222 0.144 0.046
H -6.1678 -14.6891 5.6292 -0.094 0.084 -0.022
H -7.8607 -15.2851 5.5322 0.133 0.252 -0.131
H -6.5267 -16.4071 5.5157 0.164 -0.051 0.222
H -5.9236 -15.8173 7.7369 -0.047 0.253 0.503
H -6.8244 -13.4234 7.6099 0.750 -0.306 0.229
H -6.9611 -14.0993 9.2130 -0.064 -0.706 0.125
H -8.6585 -12.0011 8.7541 0.107 -0.150 -0.538
H -9.1191 -13.1503 9.9054 -0.622 -0.648 -0.079
H -10.1802 -12.8086 8.3959 -0.365 0.049 0.754
N -14.7199 -15.9113 4.3708 -0.577 0.086 -0.653
O -15.4588 -16.3904 5.2322 0.250 0.118 -0.070
O -14.5241 -14.6460 4.3700 0.008 0.161 0.073
O -14.2200 -16.5942 3.4656 0.086 0.057 0.375
C -12.4725 -5.8932 6.2179 1.284 1.763 -1.201
O -13.6722 -5.4230 5.4877 -0.358 0.011 0.114
O -12.2620 -5.1600 7.2645 -0.938 -0.665 1.736
C -12.3638 -7.4258 6.3730 0.477 0.312 0.351
F -12.6219 -8.0791 5.2145 -0.287 -0.402 0.125
F -11.1008 -7.7792 6.6868 0.041 0.222 -0.020
F -13.1139 -7.9457 7.3716 -0.440 -0.239 -0.358
C -14.5891 -6.2465 4.8477 -0.506 -1.165 0.724
C -15.8866 -5.4938 4.6264 0.363 0.425 -0.831
H -16.4705 -6.0009 3.8519 -0.191 -0.087 0.258
H -16.4783 -5.3208 5.5220 0.091 -0.084 0.105
H -15.6237 -4.5294 4.1803 -0.120 0.086 0.201
H -14.7917 -7.1250 5.4733 -0.172 -0.009 0.017
H -14.2676 -6.7060 3.8999 0.375 0.468 -0.193
H -11.6746 -5.6481 5.4829 0.068 -0.691 -0.401
C -15.6145 -10.4165 5.7113 2.147 0.339 -2.447
O -14.9177 -11.6073 6.1131 -0.866 0.150 0.195
O -16.4940 -10.7379 4.7577 -1.533 -0.377 -0.501
C -16.1825 -9.5972 6.8685 -0.947 -1.974 -0.050
F -17.3295 -10.1912 7.2865 -0.099 0.380 -0.047
F -15.3852 -9.5883 7.9302 0.203 0.800 -0.046
F -16.4900 -8.3551 6.4767 0.068 0.242 0.263
C -13.6701 -11.5252 6.7820 0.239 -1.022 0.588
C -13.2853 -12.9573 7.0922 0.534 0.162 0.268
H -12.3503 -12.9493 7.6524 0.064 0.092 -0.058
H -13.9997 -13.4440 7.7499 -0.137 0.054 -0.154
H -13.1236 -13.5531 6.1927 -0.226 0.000 0.003
H -13.7661 -10.9983 7.7263 0.112 0.260 -0.076
H -12.8433 -11.1031 6.1962 -0.490 0.486 -0.286
H -14.8286 -9.8334 5.1841 0.204 0.702 0.939
C -11.6000 -17.2131 9.1555 1.023 -0.133 0.332
O -12.4668 -18.2165 9.6322 -0.332 0.289 0.248
O -10.7248 -17.8069 8.3481 1.231 0.353 -1.795
C -12.3513 -16.0372 8.5006 -0.927 -0.424 -0.973
F -13.2981 -15.4709 9.2581 0.062 0.083 0.296
F -11.5239 -15.0281 8.1468 0.567 -0.223 0.356
F -12.9738 -16.4125 7.3508 0.074 -0.039 0.107
C -13.3532 -17.8913 10.6910 -1.126 0.255 0.158
C -14.0573 -19.1474 11.1703 0.579 -1.196 -0.231
H -14.9914 -19.3649 10.6532 -0.077 0.357 -0.004
H -13.4247 -20.0108 10.9299 0.097 0.103 0.136
H -14.2307 -19.2050 12.2431 -0.061 0.355 0.018
H -14.1447 -17.2324 10.3320 0.153 0.239 0.017
H -12.8621 -17.3677 11.5173 0.334 -0.104 -0.088
H -11.0444 -16.6865 9.9668 -0.458 -0.205 0.580
C -18.0595 -11.7179 10.8638 -1.101 -0.683 0.129
O -16.6480 -12.0716 10.9178 0.246 0.960 0.406
O -18.7319 -12.8160 10.9072 -0.522 -0.227 -0.215
C -18.4101 -10.7353 12.0320 0.661 0.093 0.041
F -17.9316 -9.4574 11.7870 -0.106 0.041 -0.009
F -19.7266 -10.5732 12.1844 -0.016 -0.173 0.055
F -17.8793 -11.0912 13.2143 -0.221 -0.001 0.059
C -15.6756 -11.0525 11.0094 0.424 -0.435 -0.524
C -14.3758 -11.7394 11.3856 0.448 0.249 -0.482
H -14.1686 -12.5412 10.6727 -0.050 -0.124 0.105
H -13.5363 -11.0371 11.3134 -0.038 0.030 0.090
H -14.3885 -12.1480 12.3939 -0.184 -0.040 0.002
H -15.8555 -10.2431 11.7175 -0.405 -0.184 0.195
H -15.5903 -10.5886 10.0174 0.212 0.163 0.061
H -18.3256 -11.0759 9.9785 0.771 0.200 -0.378
```
Forces are in eV/Å.



(2)
Here is an isolated ion of composition C6H10IN2OS and charge +1 in a non-equilibrium geometry from OMol25. Energies are from the ωB97M-V functional and the def2-TZVPD basis.

Computed properties:
* max |F|: 3.7 eV/A
* E: -30337.0656 eV
* total charge: +1
* highest occupied orbital energy (alpha / beta): -11.392 / -11.393 eV
* Kohn-Sham gap (alpha / beta): 6.7382 / 6.7397 eV

Geometry as XYZ:
```
21
Properties=species:S:1:pos:R:3:forces:R:3
C -1.6649 1.9090 -0.6909 -0.484 -2.705 -0.986
C 0.0756 0.6917 0.4050 -0.363 1.084 -0.956
C -1.6714 -0.5916 -0.6826 -0.720 1.106 0.588
C -1.7523 -1.9755 -1.2999 2.939 1.355 0.249
C -0.2516 3.2280 0.7402 2.381 2.124 -1.806
C 2.1647 -0.9289 1.1100 0.916 1.713 -0.698
N -0.6588 1.9288 0.1423 0.744 -1.147 1.081
N -0.4148 -0.4185 -0.0863 1.522 -1.240 1.222
O -2.5612 2.3423 -1.2521 -0.126 1.024 0.102
S 1.6682 0.8495 1.0831 0.028 -0.301 0.432
I -3.4470 -0.3219 0.6048 0.759 -0.072 -0.066
H -0.6865 -2.3122 -1.3480 -0.789 -0.279 -0.145
H -2.0788 -1.9689 -2.2782 -0.761 0.278 -2.232
H -2.3310 -2.6850 -0.8098 -0.997 -1.073 1.357
H -0.1764 3.1710 1.7996 0.216 -0.569 0.820
H 0.7976 3.5598 0.2673 -2.303 -0.815 1.155
H -0.9405 4.1021 0.5729 0.224 -1.428 -0.435
H 1.4154 -1.4766 1.5727 -1.452 -1.192 0.750
H 3.0796 -1.1047 1.6553 0.241 0.600 0.366
H 2.3829 -1.1861 0.0953 -0.103 -0.509 -0.640
H 0.2779 -1.2748 -0.0383 -1.870 2.044 -0.159
```
Forces are in eV/Å.